Entry 1:
Density functional theory data (ωB97M-V with the def2-TZVPD basis set) for C20H20GeN3NiO2 as an isolated structure.

As for the total charge: -1. The LUMO energy (alpha / beta) comes out at 0.067 / 0.067 Ha. The calculation puts the highest occupied orbital energy (alpha / beta) at -2.359 / -2.355 eV.

Atoms and positions in Å:
Ni 0.3366 0.0444 0.4100
O -2.9239 -5.4293 -1.9610
C -1.7601 -5.1251 -2.2670
O -0.9310 -5.7078 -2.9837
C -1.2347 -3.8274 -1.5952
C 0.0607 -3.3847 -1.8330
C 0.4917 -2.2185 -1.2242
N -0.3150 -1.5311 -0.4294
C -1.5487 -1.9351 -0.1715
C -2.0504 -3.0896 -0.7452
C -2.2247 -0.9992 0.7705
C -3.5218 -1.1425 1.2237
C -4.0312 -0.1981 2.1009
C -3.2279 0.8529 2.5037
C -1.9318 0.9311 2.0122
N -1.4488 0.0285 1.1647
C 1.8205 -1.5554 -1.3259
C 2.8733 -2.0202 -2.0930
C 4.0536 -1.2959 -2.1159
C 4.1488 -0.1320 -1.3726
C 3.0551 0.2730 -0.6205
N 1.9229 -0.4256 -0.5969
H 0.6741 -3.9811 -2.4940
H -3.0520 -3.4597 -0.5740
H -4.1126 -1.9829 0.8876
H -5.0464 -0.2889 2.4650
H -3.5804 1.6056 3.1930
H -1.2015 1.6938 2.2851
H 2.7570 -2.9318 -2.6611
H 4.8882 -1.6377 -2.7144
H 5.0481 0.4658 -1.3629
H 3.0208 1.1645 0.0040
C -0.8914 3.8438 0.0590
Ge 0.7847 3.4285 1.0305
C 0.7397 4.4558 2.7284
C 2.2245 4.3376 -0.0177
C 1.0149 1.5890 1.2822
H -1.0161 4.9219 -0.0673
H -1.7612 3.4627 0.5951
H -0.8798 3.3834 -0.9289
H 0.6855 5.5350 2.5636
H 1.6385 4.2401 3.3082
H -0.1212 4.1522 3.3240
H 2.1047 5.4260 -0.0534
H 2.2268 3.9609 -1.0418
H 3.1948 4.1155 0.4288
H 1.8080 1.3484 2.0130


Entry 2:
Density functional theory data (ωB97M-V with the def2-TZVPD basis set) for a 8-piece molecular cluster, C5H29N2O8 overall.

Its relative energy (zero: lowest compared OMol25 entry of this formula, charge and spin) is 139.7 kcal per mole. As for the total charge: +1. The LUMO energy comes out at -0.102 Ha. The calculation puts the highest occupied orbital energy at -12.062 eV.

Atoms and positions in Å:
C -1.2390 -2.3687 1.0416
N 0.0615 -2.5374 0.4041
C 1.1624 -1.7098 1.0740
C 1.0195 -0.1621 1.2917
C 2.4965 0.3619 1.5797
O 0.5766 0.3751 -0.1173
C -2.1430 -1.2354 0.5494
N -1.6228 -0.6877 -0.7689
H -1.0579 -2.1988 2.2126
H -1.8385 -3.3886 0.8431
H -0.0592 -2.3088 -0.5741
H 1.3451 -2.2384 2.0823
H 2.1361 -1.9675 0.5272
H 0.3218 0.2331 1.9010
H 3.3522 -0.1912 1.4202
H 2.5651 1.5134 1.4030
H 2.7381 0.2960 2.6559
H 1.4131 0.6753 -0.6279
H -2.3107 -0.3670 1.2944
H -3.1225 -1.5259 0.4537
H -1.8548 -1.2768 -1.5513
H -0.6217 -0.5797 -0.7505
H -1.9018 0.2692 -0.9541
H 0.0194 2.0222 -0.0288
H -1.0276 3.1330 -0.5485
O -0.8314 2.2408 -0.2960
H 1.6479 4.0520 -0.8818
H 1.8861 3.1531 0.2301
O 1.6161 3.1841 -0.5271
H 1.5604 -1.0763 -3.0968
H 0.5092 -2.4437 -3.2731
O 0.7106 -1.5214 -3.2050
H -1.2247 0.3630 3.2829
H -0.5253 -0.3827 4.5894
O -0.7642 -0.3874 3.6585
H 2.6191 0.3383 -2.4406
H 2.6720 1.7834 -1.8636
O 2.8518 0.9167 -1.6480
H -1.4272 1.8616 1.1261
H -2.9170 2.4652 1.6308
O -2.3343 1.6647 1.7087
H -1.1697 -0.8220 -3.8996
H -1.7209 0.6311 -4.2348
O -1.6821 -0.0679 -3.5228


| no. | maximum force (eV Å⁻¹) | E_tot (Eh) |
| --- | --- | --- |
| 1 | 0.641 | -4674.11263 |
| 2 | 14.383 | -918.94834 |